Record 1
A structure of composition C35H33AsF6N2O4P2RuS in a non-equilibrium geometry, computed with wB97M-V/def2-TZVPD.

Geometry (Å):
Ru -2.594 0.468 0.940
O -5.423 3.633 1.158
C -4.391 2.836 1.106
O -4.373 1.764 0.528
C -3.196 3.338 1.839
C -3.251 4.459 2.649
C -2.118 4.813 3.356
C -0.971 4.057 3.194
C -0.994 2.974 2.331
N -2.100 2.596 1.672
C 0.297 2.238 2.166
O 1.323 2.538 2.681
O 0.155 1.161 1.321
H -6.191 3.257 0.699
H -4.167 5.027 2.723
H -2.125 5.664 4.025
H -0.059 4.293 3.726
C 5.146 -2.252 -4.191
S 3.816 -2.610 -3.080
C 2.476 -1.553 -3.653
C 1.938 -0.615 -2.555
C 1.192 -1.366 -1.438
N 0.449 -0.495 -0.479
P -1.210 -0.162 -0.839
C -1.256 0.391 -2.537
C -1.480 -0.500 -3.587
C -1.541 -0.019 -4.888
C -1.395 1.342 -5.135
C -1.195 2.234 -4.086
C -1.133 1.762 -2.784
C -2.182 -1.656 -0.718
C -1.769 -2.883 -0.209
C -2.710 -3.858 0.063
C -4.064 -3.612 -0.142
C -4.487 -2.393 -0.640
C -3.553 -1.403 -0.926
P 1.279 0.113 0.839
C 2.704 0.992 0.289
C 3.974 0.597 0.714
C 5.083 1.324 0.298
C 4.915 2.434 -0.519
C 3.644 2.825 -0.941
C 2.535 2.105 -0.543
C 1.652 -1.075 2.075
C 2.196 -0.627 3.285
C 2.436 -1.545 4.292
C 2.147 -2.890 4.098
C 1.624 -3.333 2.888
C 1.369 -2.428 1.876
H 5.999 -2.868 -3.909
H 5.390 -1.186 -4.113
H 4.824 -2.479 -5.214
H 1.694 -2.243 -3.997
H 2.851 -0.996 -4.510
H 1.254 0.070 -3.055
H 2.751 -0.019 -2.138
H 1.892 -1.987 -0.874
H 0.458 -2.041 -1.883
H -1.627 -1.557 -3.388
H -1.724 -0.702 -5.708
H -1.460 1.712 -6.152
H -1.111 3.296 -4.286
H -1.010 2.452 -1.956
H -0.725 -3.071 0.005
H -2.389 -4.813 0.459
H -4.792 -4.376 0.100
H -5.540 -2.205 -0.807
H -3.874 -0.475 -1.386
H 4.091 -0.253 1.374
H 6.072 1.035 0.628
H 5.780 3.013 -0.820
H 3.530 3.698 -1.571
H 1.544 2.405 -0.868
H 2.431 0.418 3.444
H 2.842 -1.204 5.236
H 2.326 -3.597 4.898
H 1.398 -4.381 2.742
H 0.927 -2.776 0.951
F -1.214 -1.068 2.084
As -2.343 -1.331 3.520
F -3.513 -1.404 4.719
F -3.560 -1.327 2.251
F -2.118 -2.993 3.327
F -2.463 0.434 3.410
F -1.013 -1.139 4.546

The total charge is +3. The expectation value of S² is 0.774. The multiplicity is 2. The calculation puts the frontier orbital gap (spin up / spin down) at 3.3 / 3.3 eV. As for the total energy: -5773.9565 Ha.


Record 2
A structure of composition C35H33BrClN7O11STl, computed with wB97M-V/def2-TZVPD.

Geometry (Å):
Tl 0.720 1.127 1.365
Br -0.987 0.321 -5.426
C 0.873 0.444 -5.087
C 1.706 -0.595 -5.463
C 3.068 -0.484 -5.228
C 3.587 0.633 -4.588
C 2.736 1.679 -4.234
C 1.377 1.584 -4.480
N 5.019 0.696 -4.447
N 5.561 1.082 -3.397
C 4.789 1.339 -2.230
C 4.924 2.578 -1.648
C 4.058 3.027 -0.652
C 3.016 2.230 -0.176
O 2.148 2.672 0.664
C 2.978 0.863 -0.677
N 2.060 0.024 -0.145
C 2.020 -1.239 -0.473
C 2.910 -1.783 -1.412
C 3.815 -0.957 -2.012
C 3.870 0.414 -1.669
H 1.296 -1.476 -5.938
H 3.744 -1.274 -5.532
H 3.124 2.560 -3.743
H 0.712 2.382 -4.179
H 5.684 3.241 -2.044
H 4.148 4.027 -0.250
H 1.262 -1.846 0.007
H 2.862 -2.836 -1.651
H 4.512 -1.352 -2.740
C -6.330 -1.313 0.014
C -5.359 -0.316 0.582
C -5.535 0.222 1.855
C -4.612 1.106 2.387
C -3.480 1.455 1.653
C -3.299 0.944 0.380
C -4.242 0.072 -0.147
S -2.332 2.570 2.454
O -2.077 1.869 3.729
O -3.035 3.821 2.563
N -0.956 2.695 1.709
C -0.918 3.523 0.487
C -0.852 2.678 -0.795
O -1.378 3.097 -1.817
O -0.227 1.554 -0.688
H -7.251 -1.347 0.595
H -5.891 -2.313 0.017
H -6.584 -1.072 -1.019
H -6.412 -0.049 2.433
H -4.764 1.536 3.369
H -2.423 1.187 -0.201
H -4.088 -0.325 -1.144
H 0.003 4.109 0.528
H -1.762 4.206 0.431
Cl 3.396 2.169 5.094
C 4.427 1.015 4.163
C 3.503 0.021 3.437
O 3.385 -1.105 3.934
O 2.939 0.489 2.409
H 5.061 0.514 4.886
H 4.998 1.613 3.459
N -2.130 -0.815 4.055
C -0.915 -0.958 4.904
C 0.349 -0.718 4.103
N 0.457 0.674 3.626
H -2.974 -1.029 4.580
H -2.088 -1.478 3.190
H -2.219 0.167 3.727
H -0.902 -1.975 5.296
H -0.993 -0.259 5.737
H 0.372 -1.401 3.257
H 1.218 -0.955 4.713
H 1.263 1.134 4.039
H -0.369 1.236 3.844
O -2.185 -2.367 1.973
C -1.477 -1.791 1.108
O -0.802 -0.756 1.330
C -1.446 -2.388 -0.278
C -1.925 -3.681 -0.469
C -1.893 -4.257 -1.725
C -1.376 -3.515 -2.773
C -0.905 -2.223 -2.616
C -0.945 -1.655 -1.350
N -1.325 -4.138 -4.109
O -0.695 -3.570 -4.976
O -1.914 -5.192 -4.265
H -2.319 -4.220 0.381
H -2.252 -5.259 -1.905
H -0.519 -1.677 -3.466
H -0.590 -0.640 -1.200

The total charge is -1. The value obtained for the energy above the lowest of the compared OMol25 structures with the same formula, charge and spin is 0.2 kcal/mol. The calculation puts the frontier orbital gap at 6.4 eV. As for the total energy: -6169.4138 Ha.


Record 3
A structure of composition C35H33ClMnN4Si2 in a non-equilibrium geometry, computed with wB97M-V/def2-TZVPD.

Geometry (Å):
C -2.533 -2.964 3.063
C -1.150 -3.130 2.668
C -0.489 -1.865 2.838
H -0.681 -4.048 2.317
C -1.458 -0.913 3.329
C -2.710 -1.595 3.480
H -3.609 -1.161 3.909
H -3.293 -3.743 3.094
H 0.579 -1.693 2.722
H -1.268 0.120 3.629
Mn -2.077 -1.643 1.398
Si 2.531 1.026 0.630
C 3.019 0.946 -1.244
C 2.913 2.014 -2.161
H 2.479 2.973 -1.858
C 3.398 1.898 -3.472
H 3.219 2.702 -4.194
C 4.089 0.760 -3.878
H 4.456 0.666 -4.905
C 4.287 -0.258 -2.946
H 4.844 -1.146 -3.248
C 3.751 -0.167 -1.665
H 3.948 -0.970 -0.953
C 3.133 2.820 0.925
C 4.523 2.975 1.037
H 5.181 2.106 1.062
C 5.097 4.247 1.047
H 6.181 4.364 1.131
C 4.282 5.379 0.948
H 4.723 6.373 0.932
C 2.896 5.244 0.836
H 2.241 6.116 0.773
C 2.341 3.963 0.779
H 1.276 3.909 0.582
H 3.400 0.095 1.369
Si -0.156 1.746 -1.757
C -0.021 1.683 0.143
C 0.727 0.676 0.950
H 0.641 -0.373 0.668
C 0.877 0.895 2.386
H 1.335 0.130 3.025
C 0.339 2.018 2.984
H 0.511 2.206 4.051
C -0.469 2.888 2.255
H -0.902 3.780 2.730
C -0.670 2.683 0.885
H -1.293 3.398 0.326
C 0.153 -0.031 -2.297
C -0.055 -1.121 -1.431
H -0.733 -1.009 -0.572
C 0.619 -2.319 -1.609
H 0.645 -3.066 -0.794
C 1.258 -2.553 -2.832
H 1.726 -3.530 -3.006
C 1.231 -1.571 -3.830
H 1.696 -1.787 -4.796
C 0.711 -0.305 -3.564
H 0.789 0.480 -4.309
H -1.445 2.126 -2.225
Cl -2.529 0.307 0.471
N -4.322 -3.901 -1.305
C -3.149 -4.544 -1.697
C -2.154 -4.031 -0.902
N -2.696 -3.086 -0.027
C -4.019 -3.037 -0.300
C -4.953 -2.197 0.388
N -4.642 -1.476 1.467
C -5.747 -0.731 1.798
C -6.778 -1.028 0.930
N -6.260 -1.960 0.034
H -5.256 -4.041 -1.680
H -3.139 -5.289 -2.475
H -1.106 -4.258 -0.902
H -5.725 -0.045 2.630
H -7.792 -0.684 0.920
H -6.768 -2.441 -0.707

The expectation value of S² is 8.826. The multiplicity is 6. The value obtained for the energy above the lowest of the compared OMol25 structures with the same formula, charge and spin is 109.8 kcal/mol. The calculation puts the frontier orbital gap (spin up / spin down) at 5.3 / 6.0 eV. As for the total energy: -3762.5834 Ha.


Record 4
A structure of composition C35H33ClN4Si2Sr in a non-equilibrium geometry, computed with wB97M-V/def2-TZVPD.

Geometry (Å):
C -1.955 -1.052 5.168
C -2.698 -0.577 4.046
C -2.680 -1.598 3.043
H -3.212 0.386 3.986
C -1.937 -2.704 3.559
C -1.484 -2.360 4.868
H -0.903 -2.995 5.537
H -1.799 -0.515 6.105
H -3.141 -1.544 2.053
H -1.752 -3.647 3.040
Sr 0.089 -0.525 3.003
Si -1.136 -0.413 -3.844
C -0.454 1.094 -4.854
C 0.908 1.248 -5.210
H 1.607 0.413 -5.084
C 1.390 2.479 -5.691
H 2.445 2.599 -5.928
C 0.539 3.569 -5.899
H 0.913 4.530 -6.295
C -0.825 3.364 -5.666
H -1.509 4.174 -5.895
C -1.324 2.155 -5.161
H -2.395 2.016 -4.981
C -0.269 -1.873 -4.676
C -0.480 -2.046 -6.061
H -1.296 -1.477 -6.528
C 0.336 -2.917 -6.803
H 0.172 -3.025 -7.871
C 1.362 -3.651 -6.196
H 2.022 -4.300 -6.810
C 1.501 -3.551 -4.799
H 2.266 -4.159 -4.328
C 0.657 -2.724 -4.031
H 0.711 -2.720 -2.930
H -2.614 -0.457 -3.567
Si 1.568 0.523 -1.799
C 0.523 -0.991 -1.030
C -0.880 -1.212 -0.961
H -1.643 -0.475 -1.247
C -1.386 -2.431 -0.478
H -2.445 -2.670 -0.604
C -0.527 -3.366 0.090
H -0.911 -4.333 0.430
C 0.837 -3.067 0.193
H 1.522 -3.774 0.650
C 1.363 -1.887 -0.346
H 2.414 -1.615 -0.201
C 0.380 1.897 -1.218
C -0.555 1.765 -0.165
H -0.416 1.007 0.616
C -1.679 2.596 -0.125
H -2.524 2.338 0.524
C -1.717 3.744 -0.933
H -2.587 4.408 -0.886
C -0.610 4.048 -1.736
H -0.593 4.988 -2.285
C 0.440 3.146 -1.880
H 1.277 3.437 -2.514
H 2.739 0.761 -0.949
Cl 2.450 1.114 2.814
N 0.802 2.367 6.557
C 0.137 3.404 5.914
C -0.404 2.852 4.769
N -0.108 1.498 4.719
C 0.656 1.230 5.795
C 1.367 0.001 6.095
N 1.461 -1.099 5.320
C 2.324 -1.961 5.982
C 2.751 -1.386 7.160
N 2.142 -0.147 7.219
H 1.317 2.479 7.423
H 0.123 4.410 6.285
H -0.953 3.367 3.993
H 2.603 -2.927 5.606
H 3.420 -1.751 7.916
H 2.265 0.514 7.987

The calculation puts the frontier orbital gap (spin up / spin down) at 5.3 / 6.5 eV. As for the total energy: -2642.3816 Ha.


Record 5
A cluster of 3 separate species, C35H33F16N2O4S2 in total in a non-equilibrium geometry, computed with wB97M-V/def2-TZVPD.

Geometry (Å):
N 3.098 -4.275 1.379
C 1.708 -3.969 0.926
C 1.613 -2.426 0.870
C 0.672 -1.856 -0.213
C -0.211 -0.677 0.288
S -1.616 -1.441 1.132
C -3.036 -0.519 0.703
S -2.921 0.971 0.001
N -4.336 -1.053 0.945
C -4.358 -1.897 2.143
C -3.832 -3.175 2.187
C -3.901 -3.934 3.328
C -4.530 -3.428 4.453
C -5.040 -2.154 4.407
C -4.965 -1.382 3.265
C -4.824 -1.843 -0.172
C -4.121 -2.081 -1.335
C -4.699 -2.885 -2.302
C -5.925 -3.460 -2.142
C -6.646 -3.207 -0.981
C -6.078 -2.410 -0.021
C 1.517 -4.697 -0.430
C 0.234 -5.511 -0.576
C -1.048 -5.029 -0.403
C -2.158 -5.834 -0.554
C -2.007 -7.150 -0.922
C -0.743 -7.662 -1.128
C 0.345 -6.844 -0.937
C 0.767 -4.537 2.055
O 1.037 -5.690 2.489
O -0.172 -3.825 2.497
H 3.189 -5.285 1.403
H 3.160 -3.923 2.330
H 1.241 -2.063 1.838
H 2.626 -2.018 0.758
H 1.304 -1.415 -0.999
H -0.001 -2.588 -0.664
H -0.531 -0.138 -0.607
H 0.368 -0.007 0.932
H -3.361 -3.559 1.284
H -3.467 -4.929 3.307
H -4.577 -4.066 5.332
H -5.545 -1.759 5.288
H -5.396 -0.384 3.233
H -3.132 -1.658 -1.482
H -4.135 -3.092 -3.210
H -6.369 -4.117 -2.887
H -7.625 -3.635 -0.785
H -6.637 -2.224 0.895
H 2.340 -5.418 -0.517
H 1.613 -4.036 -1.302
H -1.221 -3.998 -0.104
H -3.169 -5.466 -0.392
H -2.892 -7.768 -1.066
H -0.585 -8.700 -1.414
H 1.347 -7.244 -1.094
C 2.058 3.962 -2.805
C 1.200 2.939 -3.576
C 0.355 1.974 -2.744
F 1.118 1.180 -1.972
F -0.355 1.163 -3.565
F 1.989 2.256 -4.437
F 0.332 3.663 -4.341
O 3.443 3.654 -2.635
C 3.867 2.888 -1.565
C 4.543 1.593 -2.022
F 3.692 0.828 -2.728
F 4.939 0.879 -0.945
F 2.866 2.665 -0.701
F 4.790 3.633 -0.898
H 2.068 4.861 -3.421
H 1.593 4.266 -1.872
H -0.354 2.513 -2.109
H 5.413 1.812 -2.646
C 3.323 6.812 1.253
C 3.023 6.954 -0.254
C 4.184 7.363 -1.164
F 4.659 8.586 -0.864
F 3.753 7.412 -2.449
F 1.974 7.789 -0.420
F 2.615 5.727 -0.684
O 2.961 7.897 2.104
C 3.833 8.951 2.312
C 3.240 10.279 1.837
F 2.979 10.249 0.517
F 4.123 11.282 2.055
F 5.036 8.702 1.764
F 4.031 9.033 3.647
H 2.687 5.994 1.593
H 4.343 6.474 1.438
H 5.001 6.639 -1.105
H 2.312 10.498 2.370

The total charge is -1. The calculation puts the frontier orbital gap at 6.3 eV. As for the total energy: -4158.2732 Ha.


Record 6
A structure of composition C35H33N7O4ReS in a non-equilibrium geometry, computed with wB97M-V/def2-TZVPD.

Geometry (Å):
Re -0.016 0.850 0.503
C 4.869 -0.351 3.703
C 3.513 0.161 3.946
N 3.069 0.698 5.036
N 1.782 1.001 4.828
C 1.389 0.666 3.591
S -0.164 0.866 2.944
N 2.493 0.116 3.007
N 2.518 -0.382 1.715
H 5.468 -0.192 4.595
H 5.337 0.161 2.862
H 4.838 -1.419 3.485
H 1.222 1.403 5.569
H 2.580 -1.401 1.728
H 3.319 -0.012 1.207
O -1.013 1.801 -1.517
C -2.366 1.393 -1.744
C -2.696 0.221 -0.644
O -3.563 -0.572 -0.873
O -1.978 0.344 0.380
C -2.503 0.935 -3.172
C -3.470 0.027 -3.597
C -3.577 -0.300 -4.937
C -2.738 0.293 -5.869
C -1.779 1.203 -5.453
C -1.643 1.511 -4.115
C -3.340 2.450 -1.288
C -4.479 2.774 -2.023
C -5.335 3.760 -1.568
C -5.085 4.413 -0.369
C -3.952 4.098 0.365
C -3.089 3.120 -0.085
H -1.001 2.765 -1.400
H -4.135 -0.439 -2.887
H -4.309 -1.027 -5.252
H -2.822 0.034 -6.913
H -1.133 1.683 -6.173
H -0.886 2.219 -3.809
H -4.681 2.269 -2.956
H -6.201 4.025 -2.153
H -5.779 5.149 0.004
H -3.749 4.602 1.296
H -2.234 2.849 0.531
N -0.957 -5.107 3.134
C -0.028 -4.230 2.746
O 0.940 -3.895 3.397
C -0.237 -3.574 1.402
C -0.463 -4.214 0.189
C -0.520 -3.438 -0.961
C -0.350 -2.067 -0.869
N -0.109 -1.460 0.293
C -0.056 -2.199 1.394
H -0.856 -5.553 4.033
H -1.757 -5.345 2.572
H -0.592 -5.285 0.136
H -0.695 -3.890 -1.925
H -0.418 -1.440 -1.749
H 0.115 -1.700 2.339
C 3.001 4.278 3.515
C 3.860 3.701 2.589
C 3.356 3.031 1.488
C 1.975 2.918 1.322
C 1.121 3.569 2.214
C 1.631 4.237 3.309
N 1.433 2.094 0.310
C 1.965 2.300 -0.978
C 2.144 1.188 -1.814
C 2.569 1.352 -3.117
C 2.842 2.622 -3.604
C 2.707 3.726 -2.772
C 2.275 3.576 -1.466
H 3.399 4.778 4.383
H 4.928 3.774 2.722
H 4.014 2.585 0.756
H 0.057 3.549 2.017
H 0.959 4.733 3.990
H 1.976 0.195 -1.406
H 2.701 0.489 -3.750
H 3.163 2.751 -4.626
H 2.925 4.713 -3.150
H 2.149 4.441 -0.833

The total charge is +2. The expectation value of S² is 3.840. The multiplicity is 4. The value obtained for the energy above the lowest of the compared OMol25 structures with the same formula, charge and spin is 51.5 kcal/mol. The calculation puts the frontier orbital gap (spin up / spin down) at 6.1 / 6.0 eV. As for the total energy: -2513.7402 Ha.